[1]
{
  "formula": "C29H61INO10PTa",
  "method": "ωB97M-V/def2-TZVPD",
  "symbols": ["C", "C", "O", "C", "C", "O", "Ta", "N", "C", "O", "P", "O", "I", "H", "H", "H", "H", "H", "H", "H", "H", "H", "H", "H", "H", "H", "C", "C", "C", "O", "C", "H", "H", "H", "H", "H", "H", "H", "H", "C", "C", "C", "O", "C", "H", "H", "H", "H", "H", "H", "H", "H", "C", "C", "C", "O", "C", "H", "H", "H", "H", "H", "H", "H", "H", "C", "C", "C", "O", "C", "H", "H", "H", "H", "H", "H", "H", "H", "C", "C", "C", "O", "C", "H", "H", "H", "H", "H", "H", "H", "H", "C", "C", "C", "O", "C", "H", "H", "H", "H", "H", "H", "H", "H"],
  "xyz": [[9.4579, 0.0844, 6.6721], [8.3678, 1.2078, 6.0830], [7.3106, 1.3061, 7.1231], [6.2045, 2.1613, 6.5786], [4.7405, 1.7008, 7.2416], [4.3775, 0.3778, 6.7080], [2.2608, 0.1611, 6.4119], [1.7335, 1.6022, 7.9743], [2.0588, 1.1183, 9.2479], [2.7980, 0.9978, 10.3862], [-0.3176, -0.0732, 5.9430], [-1.2059, 1.0922, 6.9139], [-0.6135, 0.6323, 3.5811], [8.9830, -0.9637, 6.4031], [9.5625, 0.1678, 7.8346], [10.4603, 0.1958, 6.0751], [7.9194, 0.7199, 5.1152], [8.8927, 2.2594, 5.8746], [6.3463, 3.2856, 6.8946], [6.1295, 1.9938, 5.4225], [3.9838, 2.5590, 6.9779], [4.9606, 1.6257, 8.4124], [2.1515, -1.2330, 7.6737], [2.6573, -1.1352, 5.1038], [2.3025, 1.4471, 5.0746], [-0.8475, 1.0071, 7.8638], [-0.8217, 1.8663, -2.1035], [0.2739, 2.4834, -1.2731], [-0.2141, 2.2271, 0.1361], [-0.9737, 1.0110, 0.0987], [-1.2091, 0.6627, -1.2726], [-0.5092, 1.6019, -3.1169], [-1.6684, 2.5594, -2.1750], [1.2155, 1.9488, -1.4454], [0.4395, 3.5435, -1.4811], [-0.8799, 3.0266, 0.4778], [0.6067, 2.1266, 0.8522], [-0.5801, -0.2022, -1.5101], [-2.2567, 0.3796, -1.4065], [-3.9071, 6.1473, -4.7474], [-4.6656, 4.9270, -4.2932], [-3.7251, 3.8068, -4.6809], [-2.3936, 4.3331, -4.5959], [-2.4751, 5.7579, -4.4524], [-4.2114, 7.0673, -4.2421], [-4.0415, 6.2875, -5.8266], [-4.7888, 4.9512, -3.2040], [-5.6550, 4.8298, -4.7472], [-3.8927, 3.4871, -5.7148], [-3.8190, 2.9353, -4.0266], [-2.2012, 6.0058, -3.4211], [-1.7617, 6.2380, -5.1279], [2.7818, -2.8404, 11.7262], [2.7775, -4.2986, 11.3461], [1.4490, -4.4367, 10.6350], [1.1709, -3.1698, 10.0229], [2.0950, -2.2018, 10.5389], [3.7809, -2.4367, 11.9086], [2.1805, -2.6908, 12.6308], [3.5979, -4.5022, 10.6479], [2.8777, -4.9756, 12.1983], [0.6403, -4.6511, 11.3417], [1.4618, -5.2197, 9.8713], [2.8122, -1.9682, 9.7444], [1.5596, -1.2865, 10.8058], [-0.9565, -3.9135, -4.8597], [-0.1239, -2.7258, -5.2683], [-0.7127, -1.6194, -4.4206], [-1.1883, -2.2289, -3.2126], [-1.1782, -3.6527, -3.3859], [-0.4757, -4.8754, -5.0548], [-1.9155, -3.8948, -5.3910], [0.9231, -2.8934, -4.9893], [-0.1620, -2.5093, -6.3389], [-1.5684, -1.1503, -4.9176], [0.0185, -0.8429, -4.1780], [-0.3569, -4.0565, -2.7839], [-2.1186, -4.0753, -3.0215], [-2.4201, 5.1472, -10.2095], [-1.5486, 4.7129, -9.0595], [-2.5714, 4.2625, -8.0394], [-3.7011, 3.7693, -8.7726], [-3.5483, 4.1408, -10.1495], [-1.9050, 5.1532, -11.1735], [-2.8080, 6.1553, -10.0211], [-0.9270, 3.8632, -9.3655], [-0.8903, 5.5007, -8.6845], [-2.9133, 5.1004, -7.4225], [-2.1889, 3.4775, -7.3806], [-3.3021, 3.2351, -10.7144], [-4.4910, 4.5437, -10.5296], [-4.3579, -7.8888, -5.4769], [-5.0004, -6.5313, -5.3539], [-4.1179, -5.8548, -4.3276], [-2.8032, -6.4074, -4.4804], [-2.8886, -7.5578, -5.3327], [-4.5895, -8.4014, -6.4139], [-4.6802, -8.5285, -4.6467], [-4.9336, -6.0014, -6.3114], [-6.0512, -6.5674, -5.0556], [-4.4552, -6.0717, -3.3086], [-4.0786, -4.7696, -4.4587], [-2.4455, -7.2915, -6.2986], [-2.3132, -8.3809, -4.9000]],
  "largest_force_ev_per_a": 9.89,
  "total_charge": -1,
  "homo_ev": -4.15,
  "spin_multiplicity": 1
}

---

[2]
{
  "formula": "C29H61N3O5",
  "method": "ωB97M-V/def2-TZVPD",
  "symbols": ["O", "C", "C", "O", "H", "H", "H", "H", "C", "C", "C", "C", "C", "C", "N", "O", "C", "C", "C", "H", "H", "H", "H", "H", "H", "H", "H", "H", "H", "H", "H", "H", "H", "H", "H", "H", "H", "H", "C", "C", "C", "C", "C", "C", "N", "O", "C", "C", "C", "H", "H", "H", "H", "H", "H", "H", "H", "H", "H", "H", "H", "H", "H", "H", "H", "H", "H", "H", "C", "C", "C", "C", "C", "C", "N", "O", "C", "C", "C", "H", "H", "H", "H", "H", "H", "H", "H", "H", "H", "H", "H", "H", "H", "H", "H", "H", "H", "H"],
  "xyz": [[-0.3064, 0.6300, 1.6572], [-0.3848, 0.8004, 0.2801], [0.6744, -0.0177, -0.5303], [2.0057, 0.4091, -0.5591], [-0.4461, 1.8400, -0.0911], [-1.3224, 0.2741, -0.0298], [0.3674, 0.0179, -1.6117], [0.7847, -1.0894, -0.2599], [-5.6429, 7.4166, -0.0160], [-5.6942, 5.8979, -0.2486], [-6.2770, 5.5664, -1.6225], [-6.0576, 4.1346, -2.0980], [-4.5787, 3.7129, -2.0692], [-3.8352, 4.1256, -0.7890], [-4.2880, 5.4242, -0.2811], [-3.6229, 5.6695, 0.9540], [-3.9313, 2.9744, 0.2773], [-2.3461, 4.2482, -1.1543], [-6.5002, 5.2598, 0.9092], [-6.6501, 7.7984, 0.1597], [-5.0115, 7.8695, -0.7775], [-5.1839, 7.6029, 0.9598], [-7.3537, 5.7591, -1.6349], [-5.7769, 6.2147, -2.3512], [-6.5853, 4.0794, -3.0551], [-6.7411, 3.5611, -1.4595], [-3.9816, 3.9568, -2.9458], [-4.7381, 2.6327, -2.0813], [-4.8976, 2.9162, 0.7937], [-3.9879, 2.0249, -0.2578], [-3.1538, 2.9781, 1.0349], [-1.6642, 4.2582, -0.3065], [-2.0394, 3.3202, -1.6499], [-2.1751, 5.0279, -1.8996], [-6.5327, 4.1712, 0.8408], [-7.4854, 5.7182, 0.9805], [-5.9164, 5.3656, 1.8270], [-3.1373, 6.4734, 0.7443], [3.0270, -3.8766, 3.7897], [1.9226, -2.8730, 3.3903], [0.6604, -3.6150, 2.9042], [-0.1311, -4.1919, 4.0642], [-0.5351, -3.0106, 4.9225], [0.6188, -2.1394, 5.5044], [1.6186, -1.8958, 4.4170], [2.7539, -1.2173, 4.8810], [0.0270, -0.8296, 6.0180], [1.3183, -2.9486, 6.6333], [2.4072, -2.2065, 2.0820], [3.9686, -3.3214, 3.9028], [3.3355, -4.5876, 3.0163], [2.9962, -4.4808, 4.7057], [0.0433, -2.9348, 2.3041], [0.8998, -4.3077, 2.0916], [0.5696, -4.8287, 4.6114], [-1.0782, -4.6336, 3.7506], [-0.9817, -3.5030, 5.8016], [-1.3675, -2.4495, 4.4978], [-0.9795, -1.0903, 6.3438], [0.6642, -0.3612, 6.7719], [0.0049, -0.0542, 5.2499], [0.9865, -3.9884, 6.6696], [2.3973, -3.0389, 6.5053], [1.1108, -2.4370, 7.5744], [2.3992, -2.9908, 1.3258], [3.4006, -1.7607, 2.1270], [1.6737, -1.4264, 1.8547], [3.1712, -1.8158, 5.5235], [4.0620, -2.5776, -1.1696], [3.7886, -2.7897, -2.6704], [2.2855, -2.9787, -2.7977], [1.6505, -2.8185, -4.1826], [2.1251, -1.4780, -4.7568], [3.6334, -1.3119, -4.7897], [4.1021, -1.5305, -3.3877], [5.4315, -1.1319, -3.2305], [4.2290, -2.3325, -5.7777], [4.0363, 0.1244, -5.1859], [4.6015, -3.9865, -3.2561], [4.2044, -3.5594, -0.7070], [3.2487, -2.0135, -0.7129], [5.0213, -2.0804, -1.0177], [1.9699, -3.9896, -2.4966], [1.6227, -2.3702, -2.1751], [0.5834, -2.7455, -3.9750], [1.9128, -3.7378, -4.7182], [1.6992, -0.7278, -4.0849], [1.6430, -1.3722, -5.7346], [3.7960, -3.3118, -5.6116], [3.9720, -2.0821, -6.8196], [5.3104, -2.3135, -5.9557], [5.0379, 0.2077, -5.6007], [3.3037, 0.5042, -5.9076], [3.8594, 0.8259, -4.3690], [5.5092, -3.6824, -3.7798], [3.8975, -4.5851, -3.8290], [5.0229, -4.5704, -2.4340], [5.9516, -1.7924, -3.7391]],
  "largest_force_ev_per_a": 3.35,
  "total_charge": -2,
  "homo_ev": 1.74,
  "spin_multiplicity": 1
}